# 1
Density functional theory data (ωB97M-V with the def2-TZVPD basis set) for 2 unconnected molecules or ions with the total composition CHClN2O in a non-equilibrium geometry.

Cartesian coordinates (Å):
1 C 0.21460 -1.25067 -1.39842
2 N -2.76668 -2.35724 0.33612
3 N -2.96165 -3.36042 -0.09151
4 O -0.90811 -1.29427 -0.72775
5 Cl 0.00686 -0.43769 -2.83336
6 H -0.97965 -1.59679 0.14226

The energy above the lowest of the compared OMol25 structures with the same formula, charge and spin comes out at 13.33 kcal per mole. The HOMO energy comes out at -9.081 eV. The value obtained for the calculated total energy is -683.5879 hartree. As for the spin multiplicity: 1. The value obtained for the HOMO-LUMO gap is 0.354 Eh.

Results of the Mulliken charge analysis, in e, for atoms 1 through 2:
1. C -0.118
2. N 0.028

=====

# 2
Density functional theory data (ωB97M-V with the def2-TZVPD basis set) for C19H19ClN4O2S in the gas phase in a non-equilibrium geometry.

Cartesian coordinates (Å):
1 O -0.55177 -0.02477 -2.04645
2 C -0.05767 0.73484 -2.83979
3 O 1.23319 0.75814 -3.13099
4 H 1.73869 0.15396 -2.56128
5 C -0.84376 1.75956 -3.63464
6 C -0.92780 3.09320 -2.89423
7 H -1.49064 3.81784 -3.48120
8 H 0.06316 3.47602 -2.65621
9 S -1.82086 2.95202 -1.31059
10 C -0.50622 2.33441 -0.36089
11 N 0.75097 2.39912 -0.70209
12 N 1.45402 1.76174 0.24589
13 C 0.62582 1.32557 1.15193
14 N -0.65726 1.67153 0.82217
15 C -1.88060 1.43291 1.54668
16 C -2.15959 -0.03698 1.74152
17 C -2.13016 -0.90183 0.65385
18 C -2.38935 -2.24980 0.83353
19 C -2.68520 -2.74271 2.09323
20 C -2.72031 -1.88305 3.17801
21 C -2.45575 -0.53574 3.00357
22 H -2.48034 0.13264 3.85308
23 H -2.94968 -2.26103 4.16321
24 H -2.88727 -3.79438 2.23056
25 H -2.35782 -2.91502 -0.01586
26 H -1.88713 -0.52682 -0.32831
27 H -2.68744 1.89094 0.96372
28 H -1.82369 1.93902 2.51729
29 C 1.04962 0.48850 2.31537
30 N 2.30609 -0.17618 2.03100
31 C 2.42766 -0.86129 0.82739
32 C 3.66659 -0.91424 0.18560
33 C 3.82435 -1.59061 -1.00679
34 C 2.73374 -2.22646 -1.57924
35 C 1.50189 -2.21278 -0.94607
36 C 1.35325 -1.54009 0.25072
37 H 0.38443 -1.53999 0.72220
38 H 0.65589 -2.71134 -1.39105
39 Cl 2.91266 -3.04052 -3.10290
40 H 4.78346 -1.61237 -1.49994
41 H 4.51103 -0.40186 0.62216
42 H 3.10025 0.43184 2.18433
43 H 0.27755 -0.25541 2.53607
44 H 1.18265 1.10859 3.20743
45 H -1.84869 1.36922 -3.80536
46 H -0.33801 1.92366 -4.58663

The energy above the lowest of the compared OMol25 structures with the same formula, charge and spin comes out at 0.86 kcal per mole. The HOMO energy comes out at -7.898 eV. The value obtained for the calculated total energy is -1963.3448 hartree. As for the spin multiplicity: 1. As for the SMILES: O=C(O)CCSc1nnc(CNc2ccc(Cl)cc2)n1Cc1ccccc1. The value obtained for the HOMO-LUMO gap is 0.311 Eh.

Results of the Mulliken charge analysis, in e, for atoms 1 through 2:
1. O -0.494
2. C 0.665

=====

# 3
Density functional theory data (ωB97M-V with the def2-TZVPD basis set) for C3H3NO2 in the gas phase in a non-equilibrium geometry.

Cartesian coordinates (Å):
1 O -0.84594 -1.65615 0.56721
2 C -0.43593 -0.41128 0.30889
3 N -1.22463 0.62617 0.23250
4 O -0.43396 1.67628 -0.19666
5 C 0.85642 1.25920 -0.33116
6 C 0.90289 -0.05932 0.03326
7 H -1.79860 -1.63170 0.72609
8 H 1.18176 0.85689 -1.32485
9 H 1.79800 -0.66010 -0.01526

The energy above the lowest of the compared OMol25 structures with the same formula, charge and spin comes out at 103.87 kcal per mole. The HOMO energy comes out at -9.850 eV. The value obtained for the calculated total energy is -321.2121 hartree. As for the spin multiplicity: 1. As for the SMILES: Oc1ccon1. The value obtained for the HOMO-LUMO gap is 0.370 Eh.

Results of the Mulliken charge analysis, in e, for atoms 1 through 2:
1. O -0.476
2. C 0.512